The following is a DFT calculation (the ωB97M-V functional and the def2-TZVPD basis) of the molecule C3H6OS at a distorted geometry.

Calculated values
LUMO = 0.82 eV
Kohn-Sham gap = 10.4 eV
Energy relative to the best compared isomer or geometry (same formula, charge and spin) = 0.0 kcal/mol
E_HOMO = -9.58 eV
Structure (SMILES) = CSC(C)=O
Molar mass = 90.15 g/mol
Max |F| = 0.039 Eh/bohr

CARTESIAN COORDINATES (ANGSTROEM)
C: -2.1541 0.3152 0.0070
S: -0.7907 -0.9238 0.0098
C: 0.5974 0.1554 -0.0465
C: 1.9576 -0.5411 -0.0053
O: 0.5231 1.3815 0.0134
H: -1.6550 1.2802 -0.1963
H: -2.7546 0.0224 -0.8440
H: -2.6875 0.2944 0.9373
H: 1.9626 -1.5106 -0.4094
H: 2.6774 0.0752 -0.5177
H: 2.3238 -0.5488 1.0517

Atoms 1-6, force components in eV/Å:
1.3 -0.2 -0.9
-0.4 0.4 0.0
0.8 1.7 0.8
-0.1 1.4 1.3
-0.1 -1.8 -0.4
-0.4 -0.4 0.3

---

The following is a DFT calculation (the ωB97M-V functional and the def2-TZVPD basis) of a cluster of 12 separate species, C44H120N8O12 in total at a distorted geometry.

Calculated values
LUMO = 0.54 eV
Kohn-Sham gap = 9.5 eV
Energy relative to the best compared isomer or geometry (same formula, charge and spin) = 136.3 kcal/mol
E_HOMO = -8.99 eV
Structure (SMILES) = COC[C@H](C)N.COC[C@H](C)N.COC[C@H](C)N.COC[C@H](C)N.COC[C@H](C)N.COC[C@H](C)N.COC[C@H](C)N.COC[C@H](C)N.CC(C)O.CC(C)O.CC(C)O.CC(C)O
Molar mass = 953.49 g/mol
Max |F| = 0.084 Eh/bohr

CARTESIAN COORDINATES (ANGSTROEM)
C: -1.6094 0.3457 6.3275
O: -0.5285 0.2685 5.3242
C: 0.3389 -0.7553 5.4520
C: 1.0589 -1.0767 4.1171
C: 1.8159 -2.3366 4.2318
N: 1.9856 -0.0376 3.6840
H: -2.3089 -0.4745 6.1658
H: -2.1465 1.2881 6.2207
H: -1.1745 0.1374 7.3050
H: 1.0493 -0.5318 6.2479
H: -0.2621 -1.6097 5.7632
H: 0.2772 -1.1460 3.3605
H: 1.1310 -3.1203 4.5557
H: 2.6047 -2.3502 4.9839
H: 2.2201 -2.5855 3.2507
H: 2.7807 0.0508 4.3004
H: 1.5106 0.8507 3.7569
C: 0.7536 -6.4443 3.4358
O: 2.0279 -6.0363 3.1426
C: 2.6247 -6.3926 1.9718
C: 4.1303 -5.9711 1.9999
C: 4.4305 -4.5584 2.1359
N: 4.8701 -6.3443 0.7574
H: 0.0426 -5.9919 2.7445
H: 0.5495 -6.1595 4.4679
H: 0.6291 -7.5251 3.5032
H: 2.6006 -7.4612 1.7586
H: 2.0479 -5.9578 1.1554
H: 4.6492 -6.4961 2.8019
H: 4.0696 -3.8247 1.4151
H: 5.4559 -4.2912 2.3913
H: 3.9691 -4.2536 3.0752
H: 5.8294 -6.0811 0.9322
H: 4.5710 -5.6490 0.0886
C: 0.7271 0.1497 -4.3855
O: 0.8890 0.2220 -5.7632
C: 2.0574 -0.4549 -6.1787
C: 2.4070 -0.2374 -7.6634
C: 1.4139 -0.8965 -8.6396
N: 3.5975 -0.9813 -8.0657
H: -0.2160 0.4128 -3.9065
H: 1.5245 0.7218 -3.9112
H: 0.8654 -0.8641 -4.0098
H: 2.9333 -0.2272 -5.5711
H: 1.9411 -1.5194 -5.9747
H: 2.4846 0.8170 -7.9285
H: 1.6588 -0.9912 -9.6975
H: 0.5053 -0.2956 -8.6007
H: 1.0950 -1.8818 -8.2997
H: 3.7612 -0.6009 -8.9869
H: 4.4383 -0.7031 -7.5801
C: 0.7627 -3.2681 0.5694
O: -0.1830 -2.8690 -0.4029
C: 0.1397 -1.6951 -1.1028
C: -0.2316 -0.5189 -0.2119
C: -1.7593 -0.3466 -0.1276
N: 0.2904 0.7684 -0.6073
H: 1.5095 -3.8654 0.0462
H: 0.2960 -3.9909 1.2386
H: 1.1804 -2.4268 1.1224
H: 1.2212 -1.5789 -1.1734
H: -0.3313 -1.6648 -2.0854
H: 0.2003 -0.7452 0.7630
H: -2.0421 0.3583 0.6542
H: -2.2670 -1.2900 0.0729
H: -2.1666 0.0324 -1.0649
H: -0.2239 1.4052 -0.0156
H: 1.2343 0.7651 -0.2479
C: -0.0072 3.2402 2.9433
O: 1.1181 3.5795 2.0252
C: 1.6391 4.8637 2.2003
C: 2.8118 5.0931 1.2666
C: 4.1206 4.3460 1.6533
N: 3.1520 6.4827 1.3430
H: -0.8991 3.8056 2.6730
H: 0.0897 3.3741 4.0207
H: -0.3498 2.2281 2.7278
H: 0.8789 5.6433 2.2478
H: 2.1184 4.8725 3.1792
H: 2.4101 4.9011 0.2716
H: 4.6263 4.7951 2.5081
H: 4.6755 4.4438 0.7202
H: 4.0041 3.2677 1.7619
H: 3.4571 6.7212 0.4102
H: 2.3377 7.0795 1.3735
C: -6.2885 -3.7944 3.2154
O: -5.0185 -3.6653 3.7913
C: -4.0458 -3.7657 2.7555
C: -2.8326 -2.8845 3.1645
C: -2.9699 -1.3932 2.9597
N: -1.7189 -3.2159 2.3293
H: -6.5220 -2.8776 2.6741
H: -7.1015 -3.8151 3.9411
H: -6.4561 -4.6550 2.5678
H: -3.7706 -4.8177 2.6815
H: -4.3591 -3.5241 1.7399
H: -2.5553 -3.0235 4.2094
H: -3.3520 -1.1729 1.9629
H: -2.0517 -0.8306 3.1285
H: -3.6762 -0.9445 3.6582
H: -1.7587 -2.9658 1.3516
H: -1.5260 -4.2061 2.3788
C: 2.7341 3.3955 -2.1205
O: 3.9353 4.0687 -2.3980
C: 3.7718 5.0400 -3.4070
C: 3.1125 6.3882 -2.8736
C: 3.2749 7.5364 -3.7577
N: 3.9337 6.7049 -1.7113
H: 2.4426 2.8485 -3.0172
H: 1.8873 4.0606 -1.9517
H: 2.7475 2.5781 -1.3995
H: 4.8149 5.1611 -3.6990
H: 3.3444 4.6445 -4.3284
H: 2.0574 6.2125 -2.6638
H: 2.8810 7.3199 -4.7508
H: 4.3030 7.8653 -3.9089
H: 2.7106 8.4121 -3.4372
H: 3.9516 5.8327 -1.2024
H: 4.8679 6.9513 -2.0056
C: -4.7827 1.6989 -1.6413
O: -5.6788 1.3402 -0.5996
C: -6.4695 0.1061 -0.7777
C: -7.5024 -0.0407 0.3169
C: -6.9377 0.0313 1.6951
N: -8.2136 -1.3573 0.0833
H: -4.0842 0.9120 -1.9262
H: -4.1981 2.6090 -1.5064
H: -5.3210 2.0397 -2.5257
H: -6.9521 0.1278 -1.7548
H: -5.8570 -0.7939 -0.8313
H: -8.1876 0.8027 0.2304
H: -7.6898 -0.3498 2.3859
H: -6.5788 1.0111 2.0102
H: -6.0376 -0.5818 1.6500
H: -8.7473 -1.3135 -0.7731
H: -7.5661 -2.1288 0.0074
C: 6.3739 -1.6607 0.2113
C: 5.2533 -1.4961 -0.8398
C: 3.9924 -0.8450 -0.3664
O: 5.8022 -0.6890 -1.7934
H: 6.9628 -0.7537 0.3484
H: 6.9603 -2.5299 -0.0866
H: 6.0544 -1.9270 1.2188
H: 4.8856 -2.4379 -1.2471
H: 3.4716 -1.5229 0.3098
H: 3.4608 -0.4639 -1.2384
H: 4.3960 -0.1341 0.3545
H: 6.3376 0.0275 -1.4447
C: -0.9848 -6.9671 -3.8008
C: -0.1477 -6.0645 -2.9314
C: 0.1491 -4.6323 -3.5755
O: -0.8030 -5.8506 -1.7421
H: -0.5161 -7.1853 -4.7604
H: -1.9515 -6.5193 -4.0311
H: -1.0581 -7.8873 -3.2212
H: 0.8397 -6.4402 -2.6630
H: 0.8293 -4.0865 -2.9217
H: -0.7478 -4.0185 -3.6589
H: 0.5438 -4.7202 -4.5878
H: -0.8540 -4.9292 -1.4774
C: -4.5488 4.0484 1.7403
C: -3.6326 2.8623 2.0997
C: -3.3933 2.8550 3.5936
O: -4.2106 1.6719 1.7772
H: -5.4362 4.1967 2.3556
H: -5.0150 4.0898 0.7559
H: -3.9506 4.9583 1.7894
H: -2.6860 3.0381 1.5887
H: -4.2459 3.1079 4.2239
H: -2.6389 3.5706 3.9206
H: -3.0124 1.8981 3.9504
H: -4.6408 1.8249 0.9327
C: -2.5440 5.6154 -0.9360
C: -1.2980 5.3448 -1.7560
C: -0.8703 3.8543 -1.5904
O: -1.6660 5.4636 -3.1202
H: -2.2502 5.8224 0.0931
H: -3.2465 4.7829 -0.8958
H: -3.0838 6.4447 -1.3931
H: -0.4871 6.0481 -1.5663
H: -1.7104 3.1600 -1.6066
H: -0.3385 3.6526 -0.6606
H: -0.1920 3.5430 -2.3848
H: -2.0050 6.3435 -3.3004

Atoms 1-6, force components in eV/Å:
1.4 -1.1 -1.1
-2.8 3.1 -0.1
0.5 -1.8 0.1
-0.1 1.3 1.1
-0.2 -1.5 0.0
-0.4 0.6 -0.3

---

The following is a DFT calculation (the ωB97M-V functional and the def2-TZVPD basis) of a structure of composition C12H14EuI2N2 at a distorted geometry.

Calculated values
Expectation value of S² = 15.767
LUMO (spin up / spin down) = -0.55 / -2.27 eV
Kohn-Sham gap (spin up / spin down) = 3.9 / 4.2 eV
Energy relative to the best compared isomer or geometry (same formula, charge and spin) = 68.7 kcal/mol
E_HOMO (spin up / spin down) = -4.41 / -6.48 eV
Molar mass = 592.03 g/mol
Max |F| = 0.096 Eh/bohr
2S+1 = 8

CARTESIAN COORDINATES (ANGSTROEM)
C: 0.6839 4.1571 0.8554
C: 3.0593 0.0014 -0.6020
H: -0.0023 4.7018 0.1953
H: 1.6583 3.9774 0.3292
H: 0.8693 4.7921 1.7355
H: 3.1375 -0.5138 -1.5677
H: 3.6543 0.9558 -0.5970
H: 3.4926 -0.7198 0.1091
C: -1.9940 1.6449 -0.9224
C: -3.2866 1.4957 -1.4394
C: -3.5979 0.3264 -2.1424
C: -2.6142 -0.6473 -2.2439
H: -1.7106 2.5625 -0.3801
H: -4.0129 2.2902 -1.2660
H: -4.5713 0.1795 -2.6166
H: -2.7820 -1.5511 -2.8346
N: -1.0480 0.6971 -1.0011
C: -1.3639 -0.4802 -1.6134
C: -0.3929 -1.6107 -1.5674
N: 0.6352 -1.5411 -0.7175
C: 1.5052 -2.5497 -0.6425
C: 0.4102 -3.7453 -2.3870
C: 1.4979 -3.6127 -1.5380
H: 2.2601 -2.4550 0.1332
H: 2.3485 -4.2844 -1.5696
C: -0.5606 -2.7468 -2.3903
H: -1.4279 -2.7905 -3.0277
H: 0.2863 -4.5844 -3.0437
Eu: 1.5066 1.6090 0.1232
I: -0.6537 2.8419 2.0493
I: 1.7682 0.1343 2.7497

Atoms 1-6, force components in eV/Å:
1.0 2.1 -0.8
4.4 -2.0 -1.1
0.4 -0.1 -0.1
0.3 0.2 -0.1
0.4 0.0 -0.8
-0.8 0.6 -0.1

---

The following is a DFT calculation (the ωB97M-V functional and the def2-TZVPD basis) of a structure of composition C29H29IN7O6SW.

Calculated values
Total charge = +3
LUMO = -10.86 eV
Kohn-Sham gap = 5.7 eV
Energy relative to the best compared isomer or geometry (same formula, charge and spin) = 28.7 kcal/mol
E_HOMO = -16.51 eV
Molar mass = 914.41 g/mol
Max |F| = 0.016 Eh/bohr

CARTESIAN COORDINATES (ANGSTROEM)
W: -0.0036 0.0562 -0.6421
C: -1.6374 2.2286 1.2389
C: -0.3388 2.3472 1.9957
C: 0.8847 2.6208 1.1673
C: 1.7038 3.6826 1.5242
C: 2.8809 3.9325 0.8400
C: 3.2261 3.0973 -0.2098
C: 2.3781 2.0641 -0.5372
N: 1.2227 1.8283 0.1243
N: -1.8450 0.9504 0.4338
C: -2.8281 1.3298 -0.6415
C: -2.1141 2.2907 -1.5212
C: -2.7449 3.2953 -2.2208
C: -1.9715 4.2227 -2.9058
C: -0.5928 4.1078 -2.8489
C: -0.0352 3.0538 -2.1549
N: -0.7800 2.1634 -1.4886
C: -2.5588 -0.0091 1.3206
C: -2.1959 -1.4158 1.0451
C: -2.9225 -2.4343 1.6408
C: -2.3873 -3.7037 1.6967
C: -1.1016 -3.8957 1.2006
C: -0.4658 -2.8601 0.5647
N: -1.0355 -1.6373 0.4101
H: -1.7426 3.0771 0.5720
H: -2.4684 2.2700 1.9441
H: -0.1917 1.4957 2.6552
H: -0.4722 3.2056 2.6558
H: 1.4143 4.3086 2.3569
H: 3.5173 4.7595 1.1264
H: 4.1347 3.2368 -0.7784
H: 2.6120 1.4031 -1.3570
H: -3.6846 1.8056 -0.1603
H: -3.1665 0.4374 -1.1647
H: -3.8249 3.3597 -2.2132
H: -2.4388 5.0213 -3.4663
H: 0.0546 4.8013 -3.3660
H: 1.0295 2.8983 -2.1830
H: -3.6332 0.1667 1.2610
H: -2.2327 0.1626 2.3455
H: -3.8764 -2.2054 2.0968
H: -2.9332 -4.5172 2.1559
H: -0.5993 -4.8492 1.2837
H: 0.5198 -2.9992 0.1573
O: -0.8524 1.2541 -4.0051
S: -0.3779 0.0746 -3.3899
O: -0.1265 -1.0686 -4.1725
O: -1.2818 -0.2645 -2.1028
O: 0.8540 0.3704 -2.4096
C: 1.5570 -1.4834 4.9242
N: 1.7432 -1.2070 3.4835
C: 2.9222 -1.4388 2.8878
C: 3.1269 -1.2246 1.5481
C: 2.0187 -0.7320 0.8819
O: 1.8887 -0.5609 -0.4177
N: 0.8746 -0.3869 1.4610
C: 0.6346 -0.7020 2.7852
O: -0.4318 -0.5415 3.3336
H: 2.2866 -2.2260 5.2326
H: 0.5527 -1.8601 5.0826
H: 1.6916 -0.5664 5.4941
H: 3.7045 -1.8332 3.5244
H: 4.0573 -1.4550 1.0542
I: -2.5856 -3.0808 -2.1551
C: -0.4988 -3.2040 -2.3945
C: -0.1233 -4.3091 -3.1465
C: 1.2069 -4.5093 -3.4663
C: 2.1289 -3.5776 -3.0266
C: 1.6818 -2.5148 -2.2715
N: 0.3995 -2.3224 -1.9211
H: -0.8813 -4.9961 -3.4935
H: 1.5050 -5.3640 -4.0587
H: 3.1797 -3.6530 -3.2668
H: 2.3899 -1.7709 -1.9490

Atoms 1-6, force components in eV/Å:
0.2 0.7 -0.4
0.0 0.0 0.0
0.0 0.1 0.0
0.0 0.0 0.0
0.0 0.0 0.0
0.0 0.0 0.0

---

The following is a DFT calculation (the ωB97M-V functional and the def2-TZVPD basis) of a structure of composition C5H10O2 at a distorted geometry.

Calculated values
LUMO = 0.98 eV
Kohn-Sham gap = 10.7 eV
Energy relative to the best compared isomer or geometry (same formula, charge and spin) = 108.5 kcal/mol
E_HOMO = -9.68 eV
Molar mass = 102.13 g/mol
Max |F| = 0.070 Eh/bohr

CARTESIAN COORDINATES (ANGSTROEM)
C: 0.3244 2.2736 -0.4830
C: 0.2349 0.7787 -0.5619
O: 1.3197 0.2633 -1.2764
C: -0.0477 -0.1036 0.6205
C: -0.9369 -1.1676 0.0356
C: -0.1511 -2.1002 1.0585
O: 0.8984 -1.0961 1.0777
H: 0.2429 2.6336 -1.5124
H: -0.5426 2.6260 0.0808
H: 1.2450 2.6667 -0.0451
H: -1.0190 0.6474 -1.0438
H: 1.5657 -0.5927 -0.8773
H: -0.4818 0.4423 1.4717
H: -1.8310 -0.5089 -0.3725
H: -0.5172 -1.4731 -0.9297
H: 0.2577 -3.0545 0.6943
H: -0.5613 -2.2351 2.0631

Atoms 1-6, force components in eV/Å:
0.0 0.2 0.1
-1.8 0.3 -0.8
-0.4 -0.2 -0.4
-0.3 0.2 -0.3
-0.2 0.6 -0.5
-0.4 -0.1 0.1